1.
{"formula": "C26H59HfN7S2Sb", "method": "ωB97M-V/def2-TZVPD", "e_homo_ev": [-12.1, -12.1], "lumo_ev": [-9.7, -9.7], "charge": 3, "homo_lumo_gap_ev": [2.40, 2.39], "relative_energy_ev": 5.391, "symbols": ["Hf", "C", "C", "N", "C", "C", "N", "C", "C", "C", "N", "C", "C", "N", "C", "H", "H", "H", "H", "H", "H", "H", "H", "H", "H", "H", "H", "H", "H", "H", "H", "H", "H", "H", "H", "H", "H", "H", "H", "S", "C", "N", "C", "C", "C", "C", "Sb", "C", "C", "C", "C", "C", "C", "C", "C", "H", "H", "H", "H", "H", "H", "H", "H", "H", "H", "H", "H", "H", "H", "H", "H", "H", "H", "H", "H", "H", "H", "H", "H", "H", "H", "H", "C", "N", "C", "S", "N", "C", "H", "H", "H", "H", "H", "H", "H", "H"], "positions_angstrom": [[0.959, -3.019, 1.394], [1.997, -5.504, 3.137], [3.039, -4.420, 3.123], [2.525, -3.002, 2.991], [1.942, -2.353, 4.240], [0.456, -2.381, 4.259], [-0.216, -2.038, 2.996], [-1.663, -2.384, 2.987], [-2.489, -1.872, 1.809], [-1.870, -2.063, 0.416], [-0.952, -3.246, 0.282], [-1.590, -4.571, 0.457], [-0.562, -5.615, 0.957], [0.838, -5.132, 0.906], [1.736, -6.008, 1.719], [0.990, -5.309, 3.587], [2.365, -6.373, 3.679], [3.610, -4.592, 2.199], [3.678, -4.408, 3.991], [3.398, -2.483, 2.649], [2.432, -1.309, 4.154], [2.346, -2.830, 5.179], [0.178, -1.705, 5.069], [0.030, -3.369, 4.631], [-0.145, -1.030, 2.808], [-2.112, -1.954, 3.903], [-1.726, -3.457, 3.080], [-2.551, -0.773, 1.858], [-3.538, -2.172, 1.923], [-1.221, -1.229, 0.071], [-2.683, -2.041, -0.342], [-0.675, -3.171, -0.787], [-2.016, -4.951, -0.536], [-2.433, -4.383, 1.150], [-0.693, -6.579, 0.360], [-0.854, -5.897, 2.003], [1.102, -5.253, -0.103], [2.612, -6.185, 1.137], [1.114, -6.989, 1.795], [2.975, -0.926, -2.320], [2.590, -1.852, -1.078], [2.213, -2.603, -0.197], [-1.209, 5.150, 2.780], [0.062, 5.376, 1.946], [1.348, 4.674, 2.509], [0.327, 6.786, 1.658], [-0.175, 4.068, 0.008], [-2.014, 4.688, -1.358], [-1.303, 5.754, -2.197], [-3.124, 5.257, -0.477], [-2.468, 3.456, -2.113], [1.820, 3.367, -1.158], [2.612, 2.437, -0.214], [1.224, 2.558, -2.342], [2.431, 4.718, -1.509], [-1.172, 4.233, 3.372], [-2.183, 4.998, 2.234], [-1.438, 5.984, 3.495], [1.313, 4.871, 3.611], [2.243, 5.094, 1.985], [1.362, 3.570, 2.346], [0.405, 7.426, 2.590], [-0.513, 7.210, 1.086], [1.235, 6.902, 1.090], [-0.729, 6.450, -1.522], [-1.947, 6.360, -2.833], [-0.523, 5.291, -2.844], [-2.745, 5.884, 0.396], [-3.542, 4.454, 0.124], [-3.978, 5.763, -0.960], [-2.201, 3.501, -3.167], [-3.557, 3.541, -2.067], [-2.145, 2.433, -1.735], [1.887, 1.673, 0.154], [3.188, 2.896, 0.598], [3.396, 1.978, -0.925], [0.605, 1.672, -2.060], [2.080, 2.122, -2.890], [0.685, 3.203, -3.023], [3.129, 5.066, -0.740], [1.641, 5.476, -1.593], [2.948, 4.671, -2.476], [0.527, -2.415, -6.046], [0.151, -2.225, -4.633], [-0.969, -2.795, -4.056], [-0.799, -3.793, -2.670], [-2.173, -2.610, -4.570], [-2.562, -1.957, -5.802], [1.477, -2.928, -6.083], [0.515, -1.427, -6.553], [-0.190, -3.092, -6.532], [0.796, -1.835, -3.933], [-2.856, -3.152, -4.072], [-3.421, -1.251, -5.681], [-2.924, -2.694, -6.547], [-1.685, -1.409, -6.139]]}

***

2.
{"formula": "C26H59N9O3P2SSiTeY", "method": "ωB97M-V/def2-TZVPD", "e_homo_ev": -9.3, "lumo_ev": -1.7, "charge": 1, "homo_lumo_gap_ev": 7.65, "relative_energy_ev": 0.252, "symbols": ["Y", "N", "C", "C", "N", "C", "C", "N", "H", "H", "H", "H", "H", "H", "H", "H", "H", "H", "H", "H", "H", "C", "N", "C", "P", "O", "O", "P", "O", "N", "C", "C", "N", "C", "C", "N", "C", "C", "H", "H", "H", "H", "H", "H", "H", "H", "H", "H", "H", "H", "H", "H", "H", "H", "H", "H", "H", "H", "H", "H", "H", "H", "Te", "C", "C", "C", "C", "C", "C", "H", "H", "H", "H", "H", "C", "N", "C", "C", "N", "C", "S", "H", "H", "H", "H", "H", "H", "C", "Si", "C", "C", "C", "H", "H", "H", "H", "H", "H", "H", "H", "H", "H", "H"], "positions_angstrom": [[-1.011, 0.726, -0.808], [-2.684, 1.620, 0.775], [-3.448, 2.825, 0.424], [-3.856, 2.705, -1.033], [-2.670, 2.502, -1.881], [-1.985, 3.755, -2.257], [-0.743, 4.007, -1.418], [0.131, 2.846, -1.555], [-2.207, 1.712, 1.666], [-3.305, 0.818, 0.857], [-4.331, 2.966, 1.056], [-2.804, 3.693, 0.582], [-4.498, 1.833, -1.143], [-4.442, 3.572, -1.357], [-2.971, 2.028, -2.728], [-1.680, 3.659, -3.303], [-2.669, 4.608, -2.196], [-0.279, 4.947, -1.741], [-0.987, 4.112, -0.358], [0.391, 2.686, -2.526], [0.976, 2.926, -1.005], [3.579, 2.845, 2.658], [2.322, 2.974, 1.935], [2.348, 3.973, 0.885], [1.209, 1.777, 2.050], [0.072, 2.051, 1.128], [1.935, 0.365, 1.710], [2.287, -0.096, 0.199], [1.309, 0.432, -0.790], [2.263, -1.719, 0.325], [2.643, -2.491, 1.498], [2.031, -2.524, -0.873], [3.761, 0.581, -0.093], [4.893, 0.068, 0.672], [4.124, 0.986, -1.448], [0.796, 1.529, 3.608], [0.045, 2.611, 4.239], [1.505, 0.690, 4.560], [3.781, 3.748, 3.239], [4.403, 2.680, 1.959], [3.551, 2.001, 3.345], [2.796, 4.887, 1.280], [1.334, 4.213, 0.570], [2.944, 3.646, 0.025], [2.701, -1.858, 2.380], [3.608, -2.985, 1.351], [1.880, -3.251, 1.681], [1.641, -1.905, -1.683], [1.285, -3.285, -0.636], [2.953, -3.009, -1.207], [4.590, -0.185, 1.688], [5.667, 0.834, 0.738], [5.326, -0.821, 0.204], [3.236, 1.289, -1.996], [4.613, 0.168, -1.986], [4.818, 1.827, -1.393], [-0.548, 3.144, 3.497], [0.709, 3.321, 4.740], [-0.639, 2.181, 4.973], [2.040, -0.105, 4.050], [0.778, 0.228, 5.229], [2.210, 1.276, 5.157], [-0.676, 0.430, -3.882], [0.937, -0.874, -4.245], [2.250, -0.517, -3.941], [3.297, -1.401, -4.157], [3.053, -2.662, -4.680], [1.755, -3.028, -4.991], [0.706, -2.142, -4.777], [2.453, 0.465, -3.533], [4.310, -1.097, -3.923], [3.872, -3.346, -4.858], [1.553, -4.003, -5.414], [-0.300, -2.436, -5.052], [-4.958, -3.284, -0.599], [-3.808, -3.202, -1.481], [-3.176, -4.291, -2.048], [-2.209, -3.814, -2.862], [-2.268, -2.445, -2.778], [-3.241, -2.065, -1.938], [-3.691, -0.462, -1.530], [-4.853, -4.170, 0.023], [-5.874, -3.344, -1.186], [-4.982, -2.395, 0.023], [-3.477, -5.295, -1.817], [-1.493, -4.317, -3.484], [-1.730, -1.749, -3.315], [-3.982, -1.307, 2.121], [-2.143, -1.792, 2.072], [-1.420, -1.116, 3.677], [-2.085, -3.675, 2.214], [-1.137, -1.202, 0.634], [-4.576, -2.167, 2.437], [-4.382, -0.972, 1.167], [-4.159, -0.524, 2.861], [-2.111, -1.268, 4.508], [-1.211, -0.050, 3.598], [-0.482, -1.612, 3.932], [-2.472, -4.036, 3.167], [-1.062, -4.040, 2.104], [-2.678, -4.142, 1.423], [-1.133, -2.024, -0.105], [-0.145, -1.268, 1.114]]}

***

3.
{"formula": "C26H60CrN2O7P2Si2Te", "method": "ωB97M-V/def2-TZVPD", "e_homo_ev": [-13.6, -13.7], "lumo_ev": [-5.0, -4.6], "charge": 2, "spin_multiplicity": 5, "homo_lumo_gap_ev": [8.53, 9.05], "relative_energy_ev": 0.497, "symbols": ["Cr", "C", "C", "C", "O", "P", "O", "C", "P", "O", "O", "C", "C", "C", "O", "C", "C", "C", "O", "C", "C", "C", "H", "H", "H", "H", "H", "H", "H", "H", "H", "H", "H", "H", "H", "H", "H", "H", "H", "H", "H", "H", "H", "H", "H", "H", "H", "H", "H", "H", "H", "H", "C", "Si", "C", "C", "C", "Te", "C", "Si", "C", "C", "C", "H", "H", "H", "H", "H", "H", "H", "H", "H", "H", "H", "H", "H", "H", "H", "H", "H", "H", "H", "H", "H", "H", "N", "C", "N", "C", "C", "O", "C", "C", "H", "H", "H", "H", "H", "H", "H", "H"], "positions_angstrom": [[-0.821, 0.010, -0.037], [0.754, -1.986, 4.607], [0.741, -2.278, 3.127], [1.666, -3.406, 2.710], [1.175, -1.087, 2.382], [0.507, 0.316, 2.478], [-0.945, 0.315, 2.047], [1.577, 1.267, 1.361], [2.116, 0.572, -0.228], [0.924, 0.172, -1.065], [3.026, -0.641, 0.068], [4.458, -0.542, 0.468], [4.649, -1.481, 1.632], [5.280, -0.881, -0.747], [3.005, 1.668, -0.875], [2.658, 2.517, -2.036], [3.970, 2.988, -2.611], [1.761, 3.635, -1.566], [0.745, 0.884, 3.894], [-0.305, 1.483, 4.758], [-0.617, 2.857, 4.226], [0.250, 1.467, 6.158], [0.530, -2.913, 5.136], [0.006, -1.245, 4.900], [1.742, -1.647, 4.922], [-0.286, -2.472, 2.800], [2.453, -3.564, 3.447], [2.124, -3.185, 1.748], [1.110, -4.338, 2.605], [2.482, 1.502, 1.930], [1.074, 2.217, 1.150], [4.634, 0.491, 0.775], [4.470, -2.511, 1.326], [3.980, -1.238, 2.456], [5.676, -1.407, 1.988], [5.027, -1.879, -1.103], [6.339, -0.869, -0.488], [5.117, -0.164, -1.551], [2.135, 1.865, -2.737], [4.517, 3.583, -1.881], [3.780, 3.608, -3.486], [4.589, 2.148, -2.918], [2.259, 4.227, -0.797], [0.817, 3.249, -1.176], [1.537, 4.291, -2.407], [-1.173, 0.828, 4.672], [0.275, 3.483, 4.245], [-1.369, 3.324, 4.863], [-1.020, 2.814, 3.212], [1.116, 2.124, 6.236], [0.543, 0.462, 6.455], [-0.511, 1.820, 6.852], [-3.748, -0.626, 0.752], [-4.130, -2.313, 0.026], [-5.485, -3.150, 0.975], [-4.599, -2.097, -1.763], [-2.593, -3.395, 0.211], [-0.734, -2.636, -0.470], [-1.004, -2.714, -2.585], [0.302, -3.813, -3.417], [1.965, -3.014, -3.127], [-0.126, -3.867, -5.222], [0.216, -5.502, -2.648], [-4.589, 0.049, 0.582], [-2.882, -0.151, 0.255], [-3.543, -0.650, 1.822], [-6.409, -2.573, 0.943], [-5.219, -3.292, 2.024], [-5.699, -4.132, 0.549], [-5.565, -1.589, -1.812], [-4.710, -3.048, -2.284], [-3.884, -1.486, -2.316], [-2.699, -4.365, -0.280], [-2.427, -3.597, 1.273], [-0.957, -1.691, -2.962], [-2.021, -3.077, -2.728], [2.134, -2.202, -3.836], [2.773, -3.736, -3.250], [2.053, -2.598, -2.118], [-0.108, -2.875, -5.673], [-1.117, -4.294, -5.380], [0.587, -4.488, -5.766], [0.417, -5.486, -1.573], [0.958, -6.159, -3.104], [-0.762, -5.957, -2.808], [-1.390, 1.956, -0.413], [-1.851, 2.978, -0.719], [-2.358, 4.115, -1.056], [-3.478, 4.231, -2.014], [-3.021, 5.094, -3.178], [-2.538, 6.336, -2.711], [-1.397, 6.182, -1.899], [-1.739, 5.395, -0.645], [-4.308, 4.704, -1.487], [-3.777, 3.234, -2.332], [-3.861, 5.304, -3.839], [-2.242, 4.575, -3.752], [-1.054, 7.180, -1.630], [-0.600, 5.673, -2.459], [-2.469, 5.933, -0.039], [-0.858, 5.181, -0.040]]}

***

4.
{"formula": "C26H60F6MgO22P4S2", "method": "ωB97M-V/def2-TZVPD", "e_homo_ev": -9.0, "lumo_ev": 0.6, "homo_lumo_gap_ev": 9.60, "symbols": ["Mg", "C", "F", "F", "F", "S", "O", "O", "O", "C", "F", "F", "F", "S", "O", "O", "O", "C", "C", "O", "P", "O", "O", "C", "C", "O", "C", "C", "H", "H", "H", "H", "H", "H", "H", "H", "H", "H", "H", "H", "H", "H", "H", "C", "C", "O", "P", "O", "O", "C", "C", "O", "C", "C", "H", "H", "H", "H", "H", "H", "H", "H", "H", "H", "H", "H", "H", "H", "H", "C", "C", "O", "P", "O", "O", "C", "C", "O", "C", "C", "H", "H", "H", "H", "H", "H", "H", "H", "H", "H", "H", "H", "H", "H", "H", "C", "C", "O", "P", "O", "O", "C", "C", "O", "C", "C", "H", "H", "H", "H", "H", "H", "H", "H", "H", "H", "H", "H", "H", "H", "H"], "positions_angstrom": [[0.211, 0.144, -0.197], [-2.684, 0.022, -3.779], [-3.462, 0.939, -3.254], [-3.042, -1.142, -3.142], [-2.789, -0.027, -5.153], [-0.844, 0.427, -3.396], [-0.628, 1.804, -3.809], [-0.550, 0.234, -1.944], [-0.101, -0.533, -4.193], [2.154, -1.416, 3.655], [1.146, -2.305, 3.765], [2.765, -1.155, 4.788], [3.149, -1.805, 2.854], [1.305, 0.243, 3.093], [0.736, 0.011, 1.743], [0.175, 0.560, 4.028], [2.351, 1.314, 3.036], [-3.758, -4.693, -0.532], [-4.119, -3.223, -0.488], [-2.929, -2.371, -0.404], [-2.952, -1.096, 0.568], [-1.664, -0.346, 0.498], [-4.224, -0.256, 0.016], [-4.292, 1.133, 0.149], [-5.289, 1.488, 1.157], [-3.456, -1.707, 2.014], [-3.395, -0.898, 3.167], [-2.983, -1.779, 4.378], [-2.964, -4.962, -1.228], [-3.380, -5.026, 0.435], [-4.606, -5.336, -0.768], [-4.596, -2.885, -1.408], [-4.717, -3.085, 0.413], [-3.336, 1.611, 0.362], [-4.615, 1.507, -0.822], [-6.318, 1.137, 1.073], [-4.854, 1.288, 2.136], [-5.396, 2.573, 1.161], [-2.610, -0.144, 3.117], [-4.280, -0.273, 3.288], [-3.203, -1.233, 5.296], [-3.334, -2.802, 4.512], [-1.906, -1.918, 4.467], [3.335, 0.909, -3.846], [3.420, -0.429, -3.033], [4.178, -0.125, -1.893], [3.520, 0.566, -0.599], [2.031, 0.696, -0.682], [4.055, -0.213, 0.699], [5.439, -0.656, 0.830], [6.158, 0.202, 1.891], [4.350, 1.991, -0.517], [3.824, 3.000, 0.327], [4.548, 4.342, -0.041], [2.718, 0.742, -4.729], [2.731, 1.677, -3.364], [4.302, 1.363, -4.064], [2.541, -0.886, -2.579], [3.983, -1.185, -3.579], [5.474, -1.702, 1.135], [6.058, -0.652, -0.067], [6.520, 1.160, 1.518], [5.557, 0.305, 2.795], [7.106, -0.246, 2.192], [2.740, 3.115, 0.302], [4.058, 2.751, 1.362], [4.590, 5.013, 0.817], [5.568, 4.083, -0.326], [3.966, 4.752, -0.867], [1.271, 5.389, -2.834], [0.521, 4.205, -2.161], [0.325, 4.424, -0.765], [-0.696, 3.414, -0.041], [-0.177, 2.005, 0.011], [-0.949, 4.062, 1.400], [-1.230, 3.252, 2.506], [-2.423, 3.759, 3.357], [-2.069, 3.617, -0.820], [-2.567, 4.889, -1.019], [-3.481, 5.338, 0.130], [1.420, 5.207, -3.898], [0.735, 6.329, -2.701], [2.260, 5.493, -2.389], [-0.435, 4.037, -2.659], [1.051, 3.253, -2.193], [-1.604, 2.294, 2.145], [-0.301, 3.139, 3.065], [-2.473, 3.119, 4.238], [-2.249, 4.783, 3.688], [-3.371, 3.644, 2.832], [-1.757, 5.606, -1.154], [-3.172, 4.822, -1.924], [-2.812, 5.665, 0.926], [-4.132, 6.148, -0.197], [-4.116, 4.546, 0.528], [4.332, -4.130, -0.523], [3.011, -3.421, -0.995], [1.991, -3.859, -0.103], [0.547, -3.172, -0.214], [0.594, -1.703, -0.411], [-0.276, -4.021, -1.378], [-0.175, -3.690, -2.756], [-1.476, -4.046, -3.502], [-0.098, -3.656, 1.113], [-0.283, -5.038, 1.420], [-1.001, -5.187, 2.798], [5.099, -3.789, -1.219], [4.551, -3.684, 0.447], [4.364, -5.204, -0.341], [3.087, -2.334, -1.022], [2.814, -3.779, -2.006], [0.027, -2.627, -2.886], [0.712, -4.145, -3.196], [-1.557, -3.571, -4.479], [-1.429, -5.132, -3.582], [-2.393, -3.642, -3.073], [-0.603, -5.634, 0.565], [0.680, -5.506, 1.621], [-1.267, -6.244, 2.760], [-0.342, -5.133, 3.664], [-1.964, -4.687, 2.897]]}